(1)
Computed, not measured: C18H21N2O as an isolated structure at a distorted geometry, with ωB97M-V with the def2-TZVPD basis set.

## Properties
* charge: +1
* electronic energy: -24028.1403 eV
* largest force on an atom: 0.0515 Eh/bohr
* orbital gap: 8.758 eV
* energy relative to the best compared isomer or geometry (same formula, charge and spin): 0.000 eV

Last column: Mulliken charge in e.
Atoms and positions in Å:
C (2.653, 1.858, -1.042)  -0.74
O (1.305, 2.028, -0.506)  -0.28
C (0.453, 1.050, -0.924)  -0.44
C (-0.966, 1.421, -1.000)  0.43
C (-1.978, 0.432, -1.040)  -0.48
C (-3.311, 0.770, -1.252)  -0.77
C (-3.716, 2.106, -1.361)  0.98
C (-5.171, 2.398, -1.641)  -1.35
C (-2.729, 3.096, -1.265)  -0.75
C (-1.385, 2.790, -1.022)  -0.24
H (3.126, 2.836, -1.053)  0.32
H (3.274, 1.231, -0.384)  0.28
H (2.635, 1.450, -2.062)  0.33
H (0.807, 0.243, -1.718)  0.49
H (-1.642, -0.577, -0.829)  0.46
H (-4.032, -0.030, -1.382)  0.40
H (-5.328, 3.489, -1.728)  0.34
H (-5.538, 1.940, -2.590)  0.33
H (-5.784, 1.974, -0.814)  0.32
H (-3.059, 4.127, -1.424)  0.30
H (-0.689, 3.594, -0.804)  0.48
C (2.878, -4.514, -0.646)  -1.34
C (2.327, -3.559, 0.309)  0.75
C (1.841, -2.337, -0.171)  -0.72
C (1.334, -1.428, 0.728)  0.31
C (1.342, -1.714, 2.100)  0.74
C (1.791, -2.931, 2.607)  -1.13
C (2.289, -3.854, 1.680)  -0.78
N (0.799, -0.603, 2.711)  -0.07
C (0.486, 0.290, 1.752)  0.42
C (-0.073, 1.598, 2.135)  -1.00
N (0.724, -0.169, 0.524)  0.18
H (3.178, -5.433, -0.126)  0.37
H (2.142, -4.758, -1.430)  0.33
H (3.751, -4.092, -1.170)  0.31
H (1.838, -2.070, -1.221)  0.44
H (1.739, -3.111, 3.672)  0.41
H (2.662, -4.817, 1.993)  0.36
H (0.663, -0.511, 3.705)  0.24
H (-0.186, 2.210, 1.242)  0.06
H (-1.060, 1.468, 2.613)  0.33
H (0.609, 2.110, 2.834)  0.40

Atoms 1-6, force components in eV/Å:
0.39 0.11 0.31
-0.25 -1.22 -2.16
1.77 -1.71 0.72
-1.64 0.96 0.59
0.76 0.71 -0.13
0.59 -0.20 0.15


(2)
Computed, not measured: a 2-piece molecular cluster, C15H19BrClF2N4O7P2 overall at a distorted geometry, with ωB97M-V with the def2-TZVPD basis set.

## Properties
* charge: +1
* electronic energy: -142726.7008 eV
* largest force on an atom: 0.0730 Eh/bohr
* orbital gap: 7.663 eV

Last column: Mulliken charge in e.
Atoms and positions in Å:
O (-4.440, 1.619, 2.375)  -0.40
C (-4.196, 0.481, 2.567)  0.61
F (-5.226, -0.417, 2.390)  -0.21
N (-2.934, -0.076, 3.022)  0.37
C (-2.388, 0.795, 4.068)  0.61
O (-2.287, 0.373, 5.160)  -0.40
F (-1.957, 2.054, 3.755)  -0.20
C (-1.905, -0.154, 1.941)  -1.32
C (-1.829, 0.954, 0.819)  -0.06
C (-1.396, 0.103, -0.441)  0.51
C (-1.162, 0.777, -1.777)  -0.15
C (0.194, 0.657, -2.369)  -0.22
C (0.402, 1.295, -3.669)  -0.68
C (-0.744, 1.988, -4.259)  -0.23
N (-1.988, 2.147, -3.725)  -0.54
C (-2.153, 1.549, -2.523)  -0.18
N (-1.302, -1.153, -0.100)  0.20
Br (-0.855, -2.358, -1.484)  0.18
C (-1.542, -1.596, 1.307)  0.19
C (-0.195, -1.986, 2.040)  -0.90
P (0.538, -3.637, 1.558)  0.81
O (1.557, -3.419, 0.481)  -0.66
O (1.394, -4.218, 2.868)  -0.55
O (-0.574, -4.784, 1.186)  -0.50
P (-3.121, -2.627, 1.623)  0.25
O (-3.265, -3.823, 0.445)  -0.45
Cl (-2.737, -3.538, 3.480)  -0.18
H (-0.960, 0.050, 2.523)  0.52
H (-0.954, 1.602, 1.069)  0.30
H (-2.759, 1.463, 0.464)  0.40
H (0.995, 0.100, -1.840)  0.61
H (1.385, 1.225, -4.196)  0.38
H (-0.576, 2.447, -5.269)  0.33
H (-3.165, 1.654, -2.047)  0.35
H (-0.329, -2.014, 3.160)  0.43
H (0.609, -1.220, 1.833)  0.58
H (2.130, -3.588, 3.010)  0.37
H (-0.696, -4.860, 0.220)  0.39
H (-3.343, -4.670, 0.931)  0.37
C (3.319, 1.130, -1.525)  0.10
O (2.482, 1.098, -0.633)  -0.68
N (4.219, 2.114, -1.709)  0.13
C (5.185, 2.083, -2.793)  -0.95
C (4.223, 3.242, -0.793)  -0.95
H (3.402, 0.323, -2.272)  0.41
H (6.193, 2.101, -2.375)  0.36
H (5.039, 2.960, -3.427)  0.35
H (5.065, 1.183, -3.395)  0.33
H (4.398, 2.882, 0.222)  0.30
H (3.250, 3.735, -0.825)  0.29
H (5.001, 3.951, -1.069)  0.39

Atoms 1-6, force components in eV/Å:
0.57 -0.03 0.14
-1.88 -0.47 -0.23
2.03 0.51 0.46
-0.39 1.35 -1.42
-0.03 -0.26 1.07
0.12 0.45 -0.04


(3)
Computed, not measured: one molecule with the formula C4H6O2 at a distorted geometry, with ωB97M-V with the def2-TZVPD basis set.

## Properties
* SMILES: C=CCC(=O)O
* electronic energy: -8339.7482 eV
* largest force on an atom: 0.0393 Eh/bohr
* orbital gap: 10.868 eV
* energy relative to the best compared isomer or geometry (same formula, charge and spin): 0.713 eV

Last column: Mulliken charge in e.
Atoms and positions in Å:
C (-1.125, 0.649, 0.991)  0.58
C (0.322, 0.724, 0.594)  -0.38
C (0.573, 0.164, -0.767)  -0.23
C (0.954, -1.106, -1.084)  -0.56
H (-1.249, -0.963, -0.038)  0.37
H (0.570, 1.771, 0.656)  0.25
H (0.850, 0.161, 1.379)  0.26
H (0.217, 0.845, -1.595)  0.21
H (1.288, -1.814, -0.299)  0.26
H (1.038, -1.450, -2.130)  0.25
O (-1.762, -0.455, 0.607)  -0.44
O (-1.677, 1.475, 1.685)  -0.56

Atoms 1-6, force components in eV/Å:
-0.83 0.69 0.91
0.41 -0.38 0.15
-0.36 -0.98 -1.73
0.10 1.20 0.56
0.20 0.09 0.04
0.38 0.26 0.06


(4)
Computed, not measured: a 12-piece molecular cluster, C4H35N2O11 overall at a distorted geometry, with ωB97M-V with the def2-TZVPD basis set.

## Properties
* 2S+1: 2
* charge: +2
* expectation value of S²: 0.754
* electronic energy: -30203.2653 eV
* largest force on an atom: 0.0701 Eh/bohr
* orbital gap (spin up / spin down): 10.440 / 4.662 eV
* energy relative to the best compared isomer or geometry (same formula, charge and spin): 0.000 eV

Last column: Mulliken charge in e.
Atoms and positions in Å:
C (-3.138, -2.627, 1.189)  -1.35
C (-2.287, -1.575, 1.901)  0.33
C (-1.232, -1.028, 0.840)  -0.56
C (-0.094, -0.149, 1.368)  -1.03
N (-0.692, 1.028, 2.102)  0.19
N (-3.079, -0.469, 2.412)  -0.14
H (-4.195, -2.347, 1.192)  0.39
H (-2.835, -2.970, 0.211)  0.40
H (-3.182, -3.490, 1.863)  0.39
H (-1.766, -1.861, 2.813)  0.47
H (-0.844, -1.952, 0.423)  0.29
H (-1.821, -0.453, 0.118)  0.22
H (0.518, 0.251, 0.564)  0.26
H (0.543, -0.613, 2.102)  0.62
H (-1.317, 1.592, 1.513)  0.15
H (-1.247, 0.672, 2.870)  0.39
H (0.089, 1.556, 2.538)  0.48
H (-3.558, 0.140, 1.748)  0.21
H (-3.729, -0.738, 3.160)  0.36
H (4.245, 1.769, 0.237)  0.28
H (3.623, 0.201, 0.051)  0.45
O (3.510, 1.155, 0.210)  -0.72
H (-1.349, 1.351, -2.591)  0.38
H (-1.733, 2.892, -2.680)  0.27
O (-1.928, 2.048, -2.266)  -0.66
H (1.110, -4.320, -0.544)  0.28
H (0.925, -3.056, -1.346)  0.26
O (1.511, -3.453, -0.685)  -0.60
H (4.205, -1.850, -1.675)  0.31
H (3.564, -1.813, -0.220)  0.27
O (3.806, -1.301, -0.996)  -0.73
H (1.791, -2.266, 0.512)  0.42
H (2.618, -2.151, 1.911)  0.26
O (2.089, -1.691, 1.253)  -0.63
H (2.712, 1.468, -1.471)  0.39
H (2.952, 2.444, -2.667)  0.29
O (2.447, 1.675, -2.387)  -0.63
H (-4.759, 1.217, -0.760)  0.29
H (-3.337, 1.409, -1.272)  0.38
O (-3.858, 1.326, -0.447)  -0.59
H (-2.705, 2.749, 0.173)  0.30
H (-2.685, 3.842, 1.339)  0.27
O (-2.445, 2.947, 1.088)  -0.65
H (0.254, 0.371, -4.485)  0.30
H (0.789, 1.411, -3.353)  0.37
O (0.124, 0.776, -3.624)  -0.77
H (2.296, -0.874, -2.281)  0.23
H (0.933, -0.537, -2.760)  0.45
O (1.420, -1.279, -2.348)  -0.54
H (2.491, 1.182, 1.573)  0.41
H (2.358, 2.513, 2.275)  0.28
O (1.979, 1.627, 2.301)  -0.69

Atoms 1-6, force components in eV/Å:
-1.86 -1.06 1.48
2.51 2.58 -0.10
-0.43 -0.05 0.79
-1.17 0.43 0.76
0.36 -0.68 0.00
-1.95 -1.91 -1.08


(5)
Computed, not measured: a 5-piece molecular cluster, C4H18N2O6 overall at a distorted geometry, with ωB97M-V with the def2-TZVPD basis set.

## Properties
* SMILES: NC(=O)NCCCO.O.O.O.O
* electronic energy: -19703.6452 eV
* largest force on an atom: 0.1155 Eh/bohr
* orbital gap: 9.693 eV
* energy relative to the best compared isomer or geometry (same formula, charge and spin): 2.646 eV

Last column: Mulliken charge in e.
Atoms and positions in Å:
C (0.359, 1.536, -0.087)  -0.36
C (1.344, 2.616, 0.502)  -0.98
C (1.752, 2.395, 1.996)  -0.26
O (3.094, 1.910, 2.039)  -0.52
N (1.050, 0.322, -0.164)  0.06
C (0.770, -0.805, -0.883)  0.26
N (-0.030, -0.789, -1.997)  -0.18
O (1.433, -1.838, -0.572)  -0.67
H (-0.529, 1.506, 0.686)  0.08
H (-0.009, 1.746, -1.117)  0.42
H (0.971, 3.606, 0.374)  0.45
H (2.336, 2.654, -0.095)  0.37
H (1.093, 1.536, 2.598)  0.19
H (1.809, 3.436, 2.486)  0.27
H (3.699, 2.429, 1.502)  0.30
H (1.899, 0.318, 0.488)  0.27
H (-0.051, -0.030, -2.522)  0.18
H (-0.502, -1.701, -2.407)  0.24
H (-2.064, -0.584, 0.116)  0.31
H (-2.714, -0.066, 1.516)  0.26
O (-2.064, 0.170, 0.855)  -0.56
H (-3.441, 0.752, -1.515)  0.31
H (-2.577, -0.642, -1.509)  0.27
O (-3.000, 0.120, -2.078)  -0.65
H (-2.310, -2.704, -0.214)  0.34
H (-1.071, -2.869, -1.101)  0.34
O (-2.003, -2.476, -1.111)  -0.74
H (-0.685, -1.775, 1.998)  0.33
H (-0.252, -2.283, 0.759)  0.33
O (-0.972, -2.449, 1.358)  -0.68

Atoms 1-6, force components in eV/Å:
-1.50 2.33 1.10
0.94 -1.06 -0.94
-0.10 -0.02 0.47
0.03 -1.09 0.54
1.93 -1.01 1.14
2.90 -1.91 0.26


(6)
Computed, not measured: C5H14N2 as an isolated structure at a distorted geometry, with ωB97M-V with the def2-TZVPD basis set.

## Properties
* electronic energy: -8388.0188 eV
* largest force on an atom: 0.0955 Eh/bohr
* orbital gap: 8.221 eV
* energy relative to the best compared isomer or geometry (same formula, charge and spin): 4.600 eV

Last column: Mulliken charge in e.
Atoms and positions in Å:
C (-0.415, -0.260, -1.052)  0.30
C (-0.205, -0.638, 0.984)  0.37
C (0.595, 0.651, -0.642)  -0.86
C (-0.512, 0.462, 1.975)  -1.46
C (0.913, -1.561, 1.437)  -1.42
N (-1.704, 0.104, -1.293)  -0.36
N (0.831, 1.204, -2.476)  -0.64
H (-0.097, -1.187, -1.516)  0.37
H (-1.109, -1.250, 0.903)  0.27
H (-1.960, 1.065, -1.122)  0.21
H (-2.178, -0.286, -2.091)  0.21
H (0.378, 2.028, -2.868)  0.10
H (1.734, 0.940, -2.866)  0.12
H (1.605, 0.300, -0.522)  0.33
H (0.318, 1.614, -0.236)  0.32
H (-0.887, 0.052, 2.919)  0.42
H (1.835, -1.004, 1.614)  0.35
H (0.380, 1.045, 2.220)  0.33
H (-1.278, 1.129, 1.573)  0.31
H (0.648, -2.077, 2.367)  0.41
H (1.109, -2.333, 0.690)  0.32

Atoms 1-6, force components in eV/Å:
0.89 -0.73 3.30
-1.31 -1.45 -0.44
0.20 1.54 -4.66
0.16 0.23 -0.32
0.10 0.27 -0.41
-0.82 0.45 0.03


(7)
Computed, not measured: a 3-piece molecular cluster, C22H30ClNO3 overall at a distorted geometry, with ωB97M-V with the def2-TZVPD basis set.

## Properties
* SMILES: CC(C)=N[C@@H](COCCl)OCC[C@@H]1CO1.c1ccccc1.c1ccccc1
* electronic energy: -43451.2363 eV
* largest force on an atom: 0.0380 Eh/bohr
* orbital gap: 8.438 eV

Last column: Mulliken charge in e.
Atoms and positions in Å:
C (-1.275, 3.550, 5.403)  -1.28
C (-1.072, 3.117, 3.983)  0.71
C (0.316, 3.343, 3.412)  -1.22
N (-2.003, 2.624, 3.259)  -0.42
C (-2.232, 1.201, 3.174)  0.16
C (-3.702, 1.022, 2.830)  -0.84
O (-4.054, -0.359, 2.765)  -0.30
C (-5.025, -0.722, 3.673)  -0.28
Cl (-6.629, 0.034, 3.316)  -0.22
O (-1.390, 0.670, 2.158)  -0.35
C (-0.932, -0.655, 2.394)  -0.60
C (0.609, -0.714, 2.419)  -0.33
C (1.052, -1.400, 3.711)  -0.20
C (0.672, -0.703, 4.964)  -0.05
O (2.011, -0.724, 4.473)  -0.49
H (-0.432, 3.323, 6.055)  0.34
H (-2.216, 3.177, 5.802)  0.35
H (-1.371, 4.642, 5.395)  0.39
H (0.606, 4.382, 3.593)  0.47
H (1.022, 2.662, 3.890)  0.27
H (0.273, 3.198, 2.339)  0.27
H (-2.027, 0.748, 4.152)  0.37
H (-4.265, 1.549, 3.600)  0.49
H (-3.898, 1.533, 1.888)  0.26
H (-4.745, -0.450, 4.691)  0.34
H (-5.175, -1.791, 3.572)  0.29
H (-1.374, -1.107, 3.281)  0.49
H (-1.271, -1.277, 1.560)  0.35
H (1.004, -1.339, 1.621)  0.10
H (1.047, 0.279, 2.471)  0.26
H (1.041, -2.486, 3.721)  0.44
H (0.537, -1.283, 5.864)  0.36
H (0.115, 0.190, 4.711)  -0.14
C (1.152, -0.736, -1.404)  -0.26
C (1.094, -2.121, -1.483)  -0.42
C (1.965, -2.806, -2.320)  -0.42
C (2.899, -2.106, -3.071)  -0.32
C (2.959, -0.721, -2.989)  -0.54
C (2.084, -0.036, -2.158)  -0.54
H (0.471, -0.202, -0.753)  0.55
H (0.369, -2.667, -0.893)  0.40
H (1.915, -3.885, -2.387)  0.38
H (3.580, -2.640, -3.721)  0.42
H (3.688, -0.176, -3.574)  0.38
H (2.127, 1.044, -2.098)  0.38
C (2.392, -1.686, -6.995)  -0.38
C (1.523, -0.784, -6.398)  0.02
C (0.840, 0.140, -7.177)  -0.56
C (1.020, 0.156, -8.553)  -0.33
C (1.887, -0.749, -9.150)  -0.42
C (2.576, -1.667, -8.371)  -0.41
H (2.927, -2.405, -6.387)  0.30
H (1.379, -0.801, -5.326)  0.34
H (0.167, 0.848, -6.710)  0.36
H (0.484, 0.874, -9.161)  0.36
H (2.026, -0.737, -10.224)  0.35
H (3.256, -2.370, -8.836)  0.36

Atoms 1-6, force components in eV/Å:
-0.32 0.47 0.06
0.08 0.06 -0.85
-0.65 0.63 -0.05
0.79 -1.12 1.33
-0.88 1.53 -0.83
0.30 0.23 0.29


(8)
Computed, not measured: a 2-piece molecular cluster, C3H8OS2 overall at a distorted geometry, with ωB97M-V with the def2-TZVPD basis set.

## Properties
* SMILES: CC=O.CSS
* electronic energy: -26957.6452 eV
* largest force on an atom: 0.0369 Eh/bohr
* orbital gap: 8.588 eV
* energy relative to the best compared isomer or geometry (same formula, charge and spin): 0.963 eV

Last column: Mulliken charge in e.
Atoms and positions in Å:
C (-1.743, 1.071, 2.584)  -0.98
S (-1.079, 0.346, 1.042)  0.04
S (-2.992, -0.326, 0.204)  -0.18
H (-2.281, 1.993, 2.387)  0.35
H (-2.358, 0.357, 3.119)  0.35
H (-0.843, 1.310, 3.148)  0.28
H (-3.568, -0.256, 1.417)  0.14
O (0.494, -1.453, -2.333)  -0.44
C (1.687, -1.373, -2.244)  0.18
C (2.407, -0.131, -1.837)  -0.90
H (2.349, -2.266, -2.269)  0.30
H (2.570, 0.049, -0.772)  0.26
H (3.427, -0.102, -2.243)  0.33
H (1.930, 0.782, -2.204)  0.27

Atoms 1-6, force components in eV/Å:
0.64 0.14 -0.65
-1.44 -0.37 -0.07
1.11 0.55 0.60
-0.14 -0.02 -0.06
0.04 -0.10 0.12
-0.08 -0.02 0.24


Among the records above, which one has the lowest electronic energy? C15H19BrClF2N4O7P2